Record 1
41
Properties=species:S:1:pos:R:3:lowdin_charge:R:1 method="wB97M-V/def2-TZVPD" total_charge=-1 e_lumo_ev=2.575
C -0.160 -0.212 -0.232 -0.196
O -1.452 0.406 -0.521 -0.443
H -0.243 -0.817 0.632 0.018
H 0.719 0.454 -0.038 0.086
H 0.050 -0.892 -1.111 0.072
O 0.653 1.294 2.824 -0.058
H 1.297 1.899 2.419 0.015
H -0.082 1.270 2.211 0.009
O -2.481 -1.959 0.721 -0.048
H -3.249 -1.562 1.181 0.063
H -2.069 -1.284 0.213 -0.042
O 0.986 -3.230 -0.391 -0.047
H 1.118 -2.671 -1.126 -0.031
H 1.227 -4.112 -0.779 0.063
O -2.134 1.051 1.929 -0.051
H -3.013 0.721 2.091 0.031
H -1.849 0.599 1.138 -0.048
O -4.141 0.030 -1.402 -0.071
H -3.202 0.092 -1.242 -0.030
H -4.073 -0.665 -2.064 0.030
O -0.254 -2.019 2.735 -0.031
H -0.797 -1.923 1.989 -0.052
H -0.175 -1.165 3.132 0.008
O -1.162 3.105 -1.107 -0.070
H -1.435 2.260 -0.827 -0.053
H -1.999 3.475 -1.497 0.064
O -0.627 0.608 -3.029 -0.024
H -0.562 1.533 -2.967 0.014
H -0.757 0.424 -2.137 -0.068
O 2.686 -0.408 2.387 -0.078
H 1.835 0.085 2.416 -0.021
H 2.689 -0.997 1.650 0.002
O 1.078 -1.564 -3.749 -0.055
H 0.408 -2.238 -3.732 0.021
H 0.616 -0.765 -3.543 -0.032
O 2.690 2.246 1.347 -0.014
H 3.587 2.427 1.590 0.056
H 2.659 2.060 0.439 0.001
O 3.855 0.855 -0.901 -0.025
H 4.168 1.474 -0.245 0.013
H 3.579 0.109 -0.389 0.021

Record 2
44
Properties=species:S:1:pos:R:3:lowdin_charge:R:1 method="wB97M-V/def2-TZVPD" total_charge=-1 e_lumo_ev=2.329
C 3.680 -7.892 14.290 -0.824
O 3.232 -7.261 13.348 -0.022
O 3.680 -9.180 14.310 0.138
O 4.284 -7.403 15.239 -0.005
H 3.303 -9.549 13.510 0.075
O 5.047 -7.381 11.604 -0.037
H 4.537 -7.055 12.356 -0.001
H 5.013 -8.303 11.639 -0.055
O 2.103 -7.919 10.985 0.006
H 3.017 -7.799 11.107 -0.007
H 2.049 -7.940 10.053 0.048
O 6.734 -6.341 15.489 -0.036
H 7.371 -6.687 16.119 0.032
H 5.924 -6.780 15.632 -0.037
O 1.497 -5.012 13.301 -0.061
H 1.458 -4.387 12.569 0.046
H 2.154 -5.688 13.076 0.006
O 2.235 -10.356 12.192 -0.061
H 2.081 -9.505 11.741 0.013
H 1.437 -10.541 12.675 0.066
O 4.659 -4.346 12.932 -0.072
H 4.106 -4.628 13.670 -0.029
H 4.778 -3.436 13.238 0.033
O 0.825 -8.077 13.886 -0.044
H 0.554 -7.274 14.280 0.007
H 1.749 -7.805 13.750 -0.029
O 3.209 -12.489 14.236 -0.005
H 3.758 -12.017 13.671 -0.011
H 2.499 -12.760 13.677 0.026
O 6.699 -9.163 13.736 -0.027
H 6.702 -8.971 14.662 0.013
H 6.674 -8.359 13.254 0.003
O 4.764 -11.010 16.163 -0.066
H 5.066 -11.892 15.906 0.037
H 4.519 -10.554 15.340 0.003
O 3.381 -4.865 15.380 -0.064
H 2.425 -4.842 15.360 0.026
H 3.576 -5.820 15.419 0.011
O 4.716 -10.138 11.283 -0.020
H 5.031 -10.326 10.389 0.072
H 3.793 -10.247 11.194 -0.022
O 3.200 -8.658 17.206 -0.107
H 3.454 -9.595 17.086 0.002
H 3.646 -8.335 16.375 -0.021

Record 3
13
Properties=species:S:1:pos:R:3:lowdin_charge:R:1 method="wB97M-V/def2-TZVPD" total_charge=+1 e_lumo_ev=-7.180
Al -1.675 0.520 0.269 0.741
O 0.709 1.887 0.578 -0.064
H 0.031 2.573 1.036 0.195
N 0.148 0.890 -0.204 -0.255
S 0.493 -0.628 0.152 0.849
O 1.585 -0.936 1.062 -0.170
O -0.882 -1.159 0.455 -0.191
C 0.959 -1.544 -1.412 -0.667
F 2.220 -1.269 -1.704 0.197
F 0.182 -1.160 -2.409 0.173
F 0.824 -2.847 -1.228 0.200
O -2.357 1.767 1.234 -0.078
H -2.238 1.906 2.173 0.069

Record 4
7
Properties=species:S:1:pos:R:3:lowdin_charge:R:1 method="wB97M-V/def2-TZVPD" total_charge=0 e_lumo_ev=-0.561
B -0.283 -0.073 -0.494 -0.389
C 0.755 0.398 1.764 -0.236
N 1.377 0.307 2.726 -0.082
O -0.011 -1.226 -0.996 0.257
O -0.955 0.885 -1.231 0.186
H 0.583 -1.947 -0.752 0.151
H -1.466 1.657 -1.017 0.112

Record 5
9
Properties=species:S:1:pos:R:3:lowdin_charge:R:1 method="wB97M-V/def2-TZVPD" total_charge=-1 e_lumo_ev=3.569
B 0.066 0.836 -0.430 -0.964
C 0.491 -1.067 -2.937 -0.455
O 1.523 -0.645 -3.219 0.209
O -0.518 -1.552 -2.663 0.206
O -0.753 0.106 0.609 0.010
O 1.480 0.482 -0.137 -0.010
O -0.386 1.480 -1.424 -0.017
H -1.471 0.587 0.843 -0.025
H 1.401 -0.489 -0.134 0.047

Record 6
10
Properties=species:S:1:pos:R:3:lowdin_charge:R:1 method="wB97M-V/def2-TZVPD" total_charge=+1 e_lumo_ev=-6.405
O -1.873 0.164 -0.875 -0.083
C -0.757 0.043 -1.462 -0.781
O -0.609 -0.014 -2.644 0.096
P 0.656 -0.100 -0.266 0.610
O 1.763 -0.905 -0.757 -0.233
O 0.016 -0.970 1.106 -0.647
O 1.288 1.318 0.245 -0.130
H -0.896 -0.597 1.229 -0.040
H 0.659 2.055 0.142 0.095
Ba -0.247 -0.995 3.282 2.112

Record 7
8
Properties=species:S:1:pos:R:3:lowdin_charge:R:1 method="wB97M-V/def2-TZVPD" total_charge=0 e_lumo_ev=-1.360 smiles="O=C(O)O.BrBr"
O -0.276 1.221 -0.235 0.011
C -0.034 0.380 0.542 -0.838
O -1.026 -0.127 1.376 0.089
O 1.081 -0.190 0.760 0.150
H -1.746 0.366 0.954 0.122
H 0.858 -0.943 1.307 0.138
Br -0.167 -1.205 -2.147 0.159
Br 1.310 0.498 -2.557 0.168

Record 8
6
Properties=species:S:1:pos:R:3:lowdin_charge:R:1 method="wB97M-V/def2-TZVPD" total_charge=0 e_lumo_ev=-0.592
C 1.348 2.883 -1.218 -0.572
O -0.444 0.264 0.134 -0.095
F 1.364 2.085 -2.258 -0.097
Br -0.372 3.203 -0.746 0.746
H 0.336 0.481 0.523 -0.046
H -0.933 0.659 0.909 0.065

Record 9
5
Properties=species:S:1:pos:R:3:lowdin_charge:R:1 method="wB97M-V/def2-TZVPD" total_charge=0 e_lumo_ev="-0.287 / -3.337"
C 1.361 -0.247 -0.033 -0.465
Br -0.483 0.078 0.117 0.547
I -4.580 0.341 0.084 0.034
H 1.907 0.111 0.764 -0.049
H 1.794 -0.283 -0.933 -0.067

Record 10
8
Properties=species:S:1:pos:R:3:lowdin_charge:R:1 method="wB97M-V/def2-TZVPD" total_charge=0 e_lumo_ev="-1.337 / -1.337"
O -1.001 -1.258 1.009 0.003
C -1.241 -0.492 0.072 -0.359
N -0.183 -0.013 -0.431 -0.166
N 0.966 -0.655 -0.247 -0.400
P 2.360 -0.068 0.362 0.699
Br 1.492 2.224 0.561 0.022
H -2.214 -0.541 -0.358 0.131
H -0.179 0.803 -0.967 0.070